# 1
The following is a quantum chemistry calculation of a 2-piece molecular cluster, CHI3O overall at a distorted geometry, from OMol25.

E	-1006.93808	a.u.
gap between HOMO and LUMO (spin up / spin down)	7.242 / 5.649	eV
energy above the lowest of the compared OMol25 structures with the same formula, charge and spin	0.348	eV
HOMO level (spin up / spin down)	-7.26 / -9.26	eV
total charge	0
spin multiplicity	3
E_LUMO (spin up / spin down)	-0.02 / -3.61	eV

```
6
Properties=species:S:1:pos:R:3:forces:R:3
H 0.212725 1.765931 0.346500 -0.17 -0.57 0.22
I 1.651636 -0.483428 1.136334 -0.15 0.26 -0.50
I -1.529233 -1.713816 -1.209142 1.43 0.43 -3.73
O 1.251260 1.347224 -1.279464 0.23 -0.84 -0.11
I -2.472978 -1.993328 1.200466 -1.46 -0.43 3.71
C 0.886591 1.077418 -0.194694 0.13 1.15 0.40
```
Forces are in eV/Å.

***

# 2
The following is a quantum chemistry calculation of C4H9ClO3P as an isolated structure at a distorted geometry, from OMol25.

E	-1185.14271	a.u.
gap between HOMO and LUMO	8.375	eV
energy above the lowest of the compared OMol25 structures with the same formula, charge and spin	0.923	eV
HOMO level	-5.09	eV
total charge	-1
E_LUMO	3.28	eV

```
18
Properties=species:S:1:pos:R:3:forces:R:3
H -1.264831 0.341063 -0.238951 -0.54 -0.70 -0.24
O 3.521322 -1.988404 0.597889 -0.66 0.16 -1.14
O 2.985890 -0.184346 -1.367123 -1.85 -2.43 0.27
H 1.611977 -1.765193 -1.006311 -0.44 -1.18 0.18
O 1.593825 -0.379915 0.867552 -0.93 0.96 0.92
C 3.739498 0.612166 -0.594595 4.40 -0.21 0.87
C -0.687456 -2.543844 1.749310 0.31 -0.17 -3.16
H -1.506164 -3.089217 2.145259 -0.65 -0.38 0.98
H 3.436148 0.379276 0.414000 0.70 1.83 1.07
H 4.854354 0.250691 -0.615587 -1.38 0.90 -0.09
H -0.018262 -3.275681 1.266980 0.04 0.06 0.52
H -0.486533 0.054785 1.305548 0.12 0.04 0.80
P 2.415510 -1.190234 -0.035636 0.79 -1.26 -1.89
Cl -1.944087 -2.662626 -0.740927 0.20 0.39 0.43
C -1.098565 -0.384473 0.554936 0.11 -0.80 -0.84
C -1.199061 -1.719008 0.571138 -0.27 1.22 0.61
H 3.692158 1.633010 -0.869675 -0.14 1.29 -0.06
H -0.111618 -1.898075 2.368343 0.19 0.28 0.80
```
Forces are in eV/Å.

***

# 3
The following is a quantum chemistry calculation of a 15-piece molecular cluster, H30O15 overall at a distorted geometry, from OMol25.

E	-1146.61585	a.u.
gap between HOMO and LUMO	10.790	eV
energy above the lowest of the compared OMol25 structures with the same formula, charge and spin	0.659	eV
HOMO level	-10.69	eV
total charge	0
E_LUMO	0.10	eV

```
45
Properties=species:S:1:pos:R:3:forces:R:3
H 1.790661 -1.335051 0.102154 -0.50 0.36 0.37
O -2.753065 -0.705876 1.971308 -0.42 0.13 0.59
O -0.113358 -0.193542 2.717788 -0.31 -0.87 0.68
O 0.718782 2.329184 0.187953 0.27 0.74 0.18
H -0.212308 -0.408478 -3.298510 -0.18 0.37 -0.26
H -1.938801 1.527596 -2.562666 0.22 -0.46 -0.20
H -0.870996 -3.209664 2.019550 0.09 -0.03 -0.23
H -3.614912 -0.506747 2.332352 -0.60 -0.54 0.29
H -1.631234 -2.274650 -1.989799 -0.19 0.28 0.16
H 2.812940 -2.321334 0.166130 0.99 -1.27 -0.32
H -2.277782 2.241773 1.166849 0.10 0.59 0.15
H -0.140378 1.530154 3.051068 0.01 -1.40 -0.02
O 0.750228 3.092659 -2.761300 -0.42 -0.33 0.70
H 0.536498 -0.846584 3.021849 -0.08 0.18 0.00
H 0.629926 -3.868887 -1.942763 -0.21 0.02 -0.18
H -2.512990 0.173765 1.657377 0.94 0.36 -0.81
H 1.008118 -2.386521 -2.129178 -0.98 2.02 -1.46
O -1.803383 1.512068 0.779830 -0.81 -0.58 -0.32
O 0.558464 -0.989866 -3.411528 0.02 -0.20 0.64
H 0.547247 -1.304378 -4.304472 -0.03 -0.18 -0.78
O -1.543774 -3.063772 2.683763 0.82 -1.88 0.79
H -1.861994 -2.197816 2.548202 -0.88 1.63 -0.66
H 2.665096 0.128942 1.253994 0.21 -0.17 -0.76
O -2.009633 -1.521461 -1.512733 -0.57 -0.76 -0.68
O 0.115235 -0.666551 -0.027779 -0.48 -1.57 -0.18
H 0.829388 2.383992 -2.083646 0.32 0.30 -0.55
H 0.888038 3.261547 0.374520 -0.55 0.20 -0.25
H 0.404092 0.130691 -0.439258 0.45 1.41 -0.16
O 1.241174 -3.173350 -1.709704 1.27 -2.16 1.67
H -1.711406 0.052302 -2.208766 -0.76 -1.18 1.21
H -0.945870 -0.441368 3.188309 0.63 0.14 -0.72
H 2.926841 0.857515 2.480958 -0.01 0.71 0.26
H -1.311815 -1.233258 -0.927248 0.76 -0.04 1.00
H -0.007729 -0.572051 0.928067 -0.13 0.62 0.14
O -0.284645 2.413237 3.339843 1.11 2.24 -1.40
H 1.643554 -0.001738 -2.465066 -0.78 -0.48 0.07
O 2.702947 1.047401 1.564134 0.13 -0.51 0.43
H -0.154392 3.378041 -2.596636 0.04 0.33 -0.30
O 2.538041 -1.579031 0.674555 -0.47 0.59 0.11
H 2.526980 1.103689 -2.386225 -0.07 0.64 0.75
H -0.826613 2.477709 4.087060 -1.08 -0.33 1.57
O -1.720160 0.656239 -2.929126 0.27 1.79 -1.33
H -0.891849 1.794467 0.619235 0.49 0.36 0.17
O 1.796768 0.736380 -1.858455 1.22 -0.22 -0.62
H 1.508070 1.972623 0.628008 0.14 -0.81 0.24
```
Forces are in eV/Å.

***

# 4
The following is a quantum chemistry calculation of C3H2N2 as an isolated structure at a distorted geometry, from OMol25.

E	-224.81513	a.u.
gap between HOMO and LUMO	8.952	eV
energy above the lowest of the compared OMol25 structures with the same formula, charge and spin	4.954	eV
HOMO level	-9.38	eV
total charge	0
E_LUMO	-0.43	eV

```
7
Properties=species:S:1:pos:R:3:forces:R:3
N 1.100085 -0.190651 1.643726 1.10 -0.99 1.03
H -1.817084 0.689735 -0.233938 2.69 0.07 -0.43
C 0.744257 -1.441698 -0.363725 -0.73 -0.90 -1.45
H -0.231696 1.736039 -0.653676 -0.25 -2.32 -0.01
C -0.172916 -0.542280 -0.715603 1.13 1.43 0.18
C -0.640388 0.665306 -0.483916 -4.01 1.35 -0.77
N 1.017743 -0.916450 0.807132 0.06 1.36 1.46
```
Forces are in eV/Å.

***

Among the records above, which one has the lowest energy above the lowest of the compared OMol25 structures with the same formula, charge and spin? CHI3O